Here is a cluster of 13 separate species, C58H155N13O16 in total in a non-equilibrium geometry from the OMol25 dataset. Energies are from wB97M-V/def2-TZVPD.

Values from the calculation:
calculated total energy: -4217.7448 hartree
highest occupied orbital energy: -8.5 eV
charge: 0
energy relative to the best compared isomer or geometry (same formula, charge and spin): 10.487 eV
Kohn-Sham gap: 8.61 eV

Each line ends with the Löwdin charge.
Geometry (Å):
C1 -4.798 -3.090 4.535  -0.0840
O1 -4.187 -4.363 4.266  -0.2194
C2 -2.816 -4.444 4.621  -0.2244
C3 -2.580 -5.866 4.104  -0.2109
N1 -2.666 -5.796 2.614  -0.0453
C4 -2.637 -7.140 2.023  -0.2110
C5 -2.944 -7.037 0.522  -0.2041
O2 -1.670 -6.612 0.014  -0.2111
C6 -1.730 -6.171 -1.307  -0.1269
H1 -4.585 -2.849 5.577  0.0836
H2 -5.840 -3.143 4.219  0.0861
H3 -4.408 -2.245 3.968  0.0796
H4 -2.655 -4.528 5.696  0.1172
H5 -2.155 -3.709 4.161  0.1252
H6 -3.176 -6.536 4.724  0.1183
H7 -1.523 -6.099 4.231  0.1121
H8 -3.562 -5.372 2.423  0.0919
H9 -3.447 -7.737 2.441  0.1088
H10 -1.706 -7.693 2.150  0.1214
H11 -3.744 -6.321 0.329  0.1174
H12 -3.219 -8.004 0.101  0.1185
H13 -2.378 -5.297 -1.230  0.0889
H14 -2.051 -6.948 -2.001  0.0859
H15 -0.756 -5.834 -1.662  0.0822
C7 -5.334 -1.182 12.617  -0.0927
O3 -4.281 -0.395 13.224  -0.1953
C8 -3.002 -0.591 12.591  -0.2232
C9 -2.112 0.681 12.661  -0.1932
N2 -2.498 1.677 11.649  -0.0507
C10 -1.927 1.316 10.285  -0.1660
C11 -2.752 2.159 9.277  -0.2905
O4 -4.060 1.761 9.206  -0.1657
C12 -4.758 2.505 8.183  -0.0872
H16 -5.145 -2.245 12.464  0.0784
H17 -5.425 -0.762 11.615  0.0809
H18 -6.226 -1.160 13.243  0.0849
H19 -3.222 -0.743 11.535  0.0941
H20 -2.433 -1.458 12.925  0.1158
H21 -1.116 0.271 12.492  0.1088
H22 -2.191 1.005 13.699  0.1110
H23 -3.483 1.641 11.425  0.0828
H24 -2.131 0.279 10.021  0.1022
H25 -0.860 1.539 10.308  0.1150
H26 -2.271 2.121 8.299  0.1159
H27 -2.602 3.198 9.572  0.1210
H28 -4.717 3.583 8.335  0.0872
H29 -5.796 2.253 7.966  0.0851
H30 -4.358 2.376 7.177  0.0812
C13 -3.719 -2.411 -9.510  -0.0818
O5 -4.697 -3.233 -10.203  -0.1949
C14 -4.726 -3.107 -11.605  -0.2141
C15 -6.009 -3.809 -12.251  -0.2004
N3 -5.801 -5.228 -12.403  -0.0981
C16 -6.914 -6.022 -13.006  -0.1995
C17 -6.586 -7.514 -13.086  -0.1495
O6 -5.978 -7.715 -14.439  -0.2255
C18 -4.578 -7.328 -14.577  -0.0967
H31 -4.031 -1.367 -9.552  0.0822
H32 -2.715 -2.588 -9.895  0.0802
H33 -3.586 -2.623 -8.449  0.0799
H34 -3.854 -3.589 -12.045  0.1142
H35 -4.728 -2.094 -12.007  0.1082
H36 -6.178 -3.376 -13.237  0.1105
H37 -6.942 -3.640 -11.712  0.1094
H38 -5.652 -5.584 -11.470  0.1071
H39 -7.164 -5.556 -13.959  0.1191
H40 -7.804 -5.767 -12.432  0.1031
H41 -7.506 -8.088 -13.199  0.1126
H42 -6.035 -7.896 -12.227  0.1169
H43 -4.302 -7.274 -15.630  0.0811
H44 -3.943 -7.956 -13.953  0.0790
H45 -4.447 -6.319 -14.186  0.0567
C19 -0.505 1.264 2.008  -0.0635
C20 0.350 1.474 0.706  -0.3566
C21 -0.369 1.071 -0.628  -0.2210
O7 -1.763 1.264 -0.639  -0.1745
C22 -2.087 2.070 -1.772  -0.1063
N4 0.627 2.930 0.577  0.0027
H46 -1.470 1.766 1.933  0.0684
H47 -0.031 1.421 2.976  0.0648
H48 -0.879 0.243 2.083  0.0637
H49 1.338 1.026 0.807  0.1208
H50 -0.249 -0.005 -0.749  0.1182
H51 0.175 1.443 -1.496  0.1139
H52 -3.173 2.119 -1.689  0.0831
H53 -1.868 1.602 -2.732  0.0875
H54 -1.733 3.095 -1.666  0.0888
H55 0.814 3.259 -0.359  0.0518
H56 1.400 3.338 1.083  0.0579
C23 2.447 -7.010 -8.942  -0.0455
C24 1.662 -5.711 -8.563  -0.4355
C25 2.430 -4.500 -7.954  -0.2370
O8 1.597 -3.628 -7.274  -0.1943
C26 2.143 -2.442 -6.606  -0.0545
N5 0.885 -5.268 -9.675  0.0145
H57 1.934 -7.827 -9.450  0.0769
H58 2.988 -7.263 -8.031  0.0698
H59 3.177 -6.682 -9.682  0.0661
H60 0.843 -5.998 -7.903  0.1294
H61 3.035 -4.029 -8.729  0.1238
H62 3.139 -4.905 -7.232  0.1172
H63 2.914 -2.073 -7.282  0.0800
H64 2.500 -2.515 -5.579  0.0827
H65 1.379 -1.664 -6.615  0.0806
H66 0.718 -4.301 -9.437  0.0595
H67 1.421 -5.178 -10.527  0.0667
C27 -3.910 8.227 -6.434  -0.0472
C28 -4.543 8.240 -7.853  -0.4227
C29 -4.471 6.963 -8.629  -0.2291
O9 -3.126 6.567 -8.893  -0.1879
C30 -2.889 5.844 -10.166  -0.0788
N6 -5.982 8.487 -7.673  0.0106
H68 -2.834 8.387 -6.504  0.0700
H69 -3.952 7.329 -5.818  0.0777
H70 -4.390 9.058 -5.917  0.0682
H71 -4.195 9.089 -8.441  0.1356
H72 -5.027 7.002 -9.566  0.1154
H73 -4.913 6.111 -8.112  0.1307
H74 -3.437 4.908 -10.265  0.0760
H75 -1.860 5.523 -10.328  0.0761
H76 -3.101 6.418 -11.068  0.0763
H77 -6.000 9.494 -7.596  0.0663
H78 -6.538 8.346 -8.504  0.0628
C31 2.603 -8.106 11.572  -0.0593
C32 1.910 -6.746 11.164  -0.4363
C33 2.500 -6.156 9.853  -0.1878
O10 1.900 -4.953 9.339  -0.1979
C34 2.618 -4.326 8.248  -0.1039
N7 0.499 -6.959 11.277  0.0335
H79 2.539 -8.953 10.889  0.0725
H80 2.130 -8.524 12.460  0.0642
H81 3.629 -7.857 11.845  0.0691
H82 2.278 -6.003 11.872  0.1211
H83 2.279 -6.930 9.118  0.1179
H84 3.578 -6.002 9.826  0.1222
H85 3.647 -4.000 8.395  0.0782
H86 2.178 -3.406 7.862  0.0808
H87 2.648 -5.034 7.419  0.0798
H88 -0.021 -6.189 10.882  0.0705
H89 0.286 -6.976 12.264  0.0753
C35 3.368 -5.865 2.133  -0.0697
C36 3.466 -4.384 1.815  -0.4600
C37 4.615 -3.947 0.855  -0.1718
O11 5.919 -4.400 1.259  -0.2062
C38 6.386 -3.896 2.533  -0.0882
N8 2.267 -4.145 1.098  0.0150
H90 2.443 -6.044 2.681  0.0723
H91 4.186 -6.320 2.691  0.0698
H92 3.191 -6.465 1.240  0.0808
H93 3.660 -3.783 2.703  0.1317
H94 4.679 -2.864 0.961  0.1142
H95 4.301 -4.281 -0.133  0.1220
H96 7.381 -4.255 2.793  0.0850
H97 5.746 -4.440 3.228  0.0690
H98 6.314 -2.818 2.678  0.0884
H99 2.019 -4.786 0.358  0.0763
H100 1.517 -4.305 1.756  0.0720
C39 -8.054 3.389 1.159  -0.0661
C40 -8.389 1.864 1.226  -0.4135
C41 -9.193 1.470 -0.052  -0.2014
O12 -9.775 0.187 0.056  -0.1774
C42 -10.749 0.032 1.065  -0.1144
N9 -7.185 1.003 1.293  0.0325
H101 -7.735 3.641 0.147  0.0638
H102 -7.154 3.751 1.655  0.0753
H103 -9.017 3.878 1.310  0.0771
H104 -8.855 1.800 2.209  0.1153
H105 -8.473 1.344 -0.860  0.1218
H106 -9.832 2.263 -0.441  0.1185
H107 -11.713 0.435 0.755  0.0835
H108 -10.432 0.471 2.011  0.0744
H109 -11.112 -0.962 1.326  0.0840
H110 -6.745 1.096 0.388  0.0628
H111 -7.450 0.035 1.404  0.0646
C43 6.415 3.604 5.874  -0.0911
C44 5.807 2.387 6.452  -0.4667
C45 4.855 2.733 7.640  -0.1926
O13 5.701 3.496 8.494  -0.2146
C46 4.886 4.180 9.479  -0.0856
N10 5.233 1.529 5.424  0.0500
H112 7.150 3.450 5.084  0.0859
H113 7.012 4.169 6.590  0.0814
H114 5.645 4.314 5.574  0.0890
H115 6.641 1.912 6.969  0.1345
H116 4.440 1.902 8.211  0.1265
H117 4.077 3.352 7.194  0.1173
H118 4.355 3.477 10.121  0.0829
H119 4.261 4.975 9.072  0.0883
H120 5.668 4.571 10.130  0.0856
H121 4.315 1.873 5.179  0.0645
H122 5.740 2.023 4.704  0.0452
C47 3.438 4.233 -5.487  -0.0515
C48 4.787 4.018 -4.721  -0.4199
C49 6.045 3.955 -5.680  -0.1498
O14 5.899 2.783 -6.555  -0.2218
C50 6.813 2.634 -7.622  -0.1162
N11 4.860 4.794 -3.486  0.0278
H123 3.325 5.272 -5.797  0.0679
H124 2.581 3.876 -4.916  0.0702
H125 3.471 3.714 -6.446  0.0634
H126 4.765 3.031 -4.259  0.1245
H127 6.945 3.813 -5.083  0.1121
H128 6.135 4.892 -6.229  0.1146
H129 7.863 2.521 -7.352  0.0803
H130 6.606 3.530 -8.207  0.0853
H131 6.562 1.714 -8.150  0.0848
H132 4.942 5.795 -3.596  0.0646
H133 5.728 4.473 -3.082  0.0619
C51 -1.079 8.014 0.907  -0.0678
C52 -1.002 9.432 1.535  -0.3581
C53 0.135 9.533 2.627  -0.1837
O15 1.361 9.139 2.069  -0.2451
C54 2.374 8.711 2.958  -0.1036
N12 -0.645 10.359 0.409  0.0106
H134 -1.160 7.236 1.667  0.0720
H135 -0.113 7.789 0.456  0.0700
H136 -1.813 8.035 0.102  0.0730
H137 -1.953 9.853 1.863  0.1192
H138 -0.015 8.785 3.405  0.1145
H139 0.461 10.480 3.057  0.1245
H140 2.804 9.632 3.352  0.0923
H141 3.139 8.351 2.269  0.0829
H142 2.288 7.793 3.539  0.0913
H143 0.358 10.441 0.493  0.0493
H144 -0.917 10.069 -0.519  0.0578
C55 8.738 1.736 -0.531  -0.0912
C56 9.900 2.680 -0.366  -0.4193
C57 11.300 2.242 -1.081  -0.2213
O16 12.250 3.241 -0.733  -0.1557
C58 13.285 2.883 -1.715  -0.0998
N13 9.442 3.976 -0.903  0.0292
H145 7.790 2.106 -0.140  0.0785
H146 8.971 0.710 -0.245  0.0706
H147 8.671 1.494 -1.591  0.0700
H148 10.126 2.779 0.696  0.1224
H149 11.015 2.041 -2.113  0.1179
H150 11.570 1.249 -0.722  0.1187
H151 12.939 3.075 -2.730  0.0853
H152 13.682 1.870 -1.648  0.0883
H153 14.122 3.575 -1.615  0.0835
H154 9.114 4.442 -0.068  0.0695
H155 10.302 4.387 -1.236  0.0554